Entry 1:
Molecular formula: C33H26Br2CrN2O5P
Method: DFT, the ωB97M-V functional and the def2-TZVPD basis

Element x y z (Å)
Cr  1.068  -0.444  1.324
Br  -2.070  -1.527  -0.570
C  -0.983  -2.265  -1.958
Br  0.691  -2.948  -1.291
H  -0.747  -1.486  -2.672
H  -1.515  -3.089  -2.415
O  4.565  1.694  0.518
C  3.346  1.691  0.349
O  2.550  0.767  0.696
C  2.712  2.873  -0.379
C  3.468  4.044  -0.430
C  2.986  5.187  -1.039
C  1.729  5.167  -1.630
C  0.981  4.005  -1.599
C  1.448  2.843  -0.976
P  0.354  1.340  -1.076
C  -1.240  2.121  -0.628
C  -2.450  1.818  -1.250
C  -3.648  2.321  -0.763
C  -3.656  3.126  0.367
C  -2.460  3.411  1.011
C  -1.265  2.909  0.523
C  0.310  1.190  -2.921
C  1.234  0.281  -3.441
C  1.342  0.067  -4.809
C  0.514  0.754  -5.683
C  -0.408  1.664  -5.183
C  -0.505  1.885  -3.817
H  4.447  4.017  0.028
H  3.585  6.091  -1.055
H  1.333  6.051  -2.114
H  0.003  4.000  -2.063
H  -2.471  1.167  -2.107
H  -4.576  2.070  -1.261
H  -4.590  3.511  0.756
H  -2.458  4.010  1.913
H  -0.344  3.095  1.060
H  1.871  -0.271  -2.757
H  2.067  -0.644  -5.186
H  0.586  0.583  -6.750
H  -1.054  2.210  -5.860
H  -1.224  2.604  -3.446
O  -5.720  -3.964  4.123
C  -5.275  -2.717  3.792
O  -6.024  -1.786  3.910
C  -3.862  -2.620  3.353
C  -3.117  -3.719  2.919
C  -1.801  -3.576  2.530
C  -1.168  -2.322  2.575
C  -1.929  -1.214  2.985
C  -3.247  -1.363  3.358
N  0.155  -2.148  2.213
C  0.968  -3.210  2.310
C  2.304  -3.128  1.876
C  3.210  -4.212  1.973
C  4.500  -4.051  1.543
C  4.908  -2.809  1.029
C  3.979  -1.787  0.967
N  2.711  -1.931  1.354
H  -4.976  -4.576  4.103
H  -3.569  -4.701  2.818
H  -1.268  -4.434  2.135
H  -1.441  -0.248  2.965
H  -3.828  -0.507  3.673
H  0.628  -4.129  2.783
H  2.866  -5.152  2.387
H  5.202  -4.873  1.608
H  5.922  -2.637  0.700
H  4.249  -0.798  0.614
O  0.100  0.720  1.983

## Properties
Net charge: -1
E_HOMO (spin up / spin down), hartree: -0.123 / -0.208
Energy relative to the best compared isomer or geometry (same formula, charge and spin), kJ/mol: 31.3
Spin multiplicity: 5

These are the natural (NBO) partial charges, in e, on atoms 1 to 8: 1.335 0.092 -0.541 0.053 0.232 0.222 -0.691 0.773

Entry 2:
Molecular formula: C33H26CoNOP2S4
Method: DFT, the ωB97M-V functional and the def2-TZVPD basis

Element x y z (Å)
Co  -0.355  -0.215  -0.413
C  -0.567  1.124  2.569
P  -1.680  0.147  1.440
C  -2.411  -1.063  2.588
C  -3.395  -0.718  3.517
C  -3.848  -1.652  4.436
C  -3.314  -2.937  4.446
C  -2.324  -3.281  3.539
C  -1.876  -2.344  2.615
C  -3.062  1.234  0.981
C  -4.350  0.733  0.799
C  -5.360  1.555  0.321
C  -5.092  2.881  0.008
C  -3.806  3.378  0.160
C  -2.793  2.558  0.635
C  0.796  0.903  1.992
C  2.020  0.483  2.481
C  2.835  0.192  1.346
C  2.056  0.455  0.238
C  2.207  0.241  -1.225
P  -1.090  -2.359  -1.119
C  -0.318  -2.630  -2.765
C  0.571  -3.674  -3.047
C  1.060  -3.877  -4.332
C  0.670  -3.051  -5.375
C  -0.226  -2.021  -5.117
C  -0.715  -1.818  -3.833
C  0.054  -3.401  -0.102
C  -0.433  -4.567  0.495
C  0.375  -5.363  1.299
C  1.699  -5.009  1.522
C  2.206  -3.861  0.928
C  1.393  -3.072  0.123
N  0.825  0.906  0.630
H  -0.670  0.778  3.596
H  -0.867  2.174  2.537
H  -3.813  0.282  3.514
H  -4.617  -1.378  5.148
H  -3.671  -3.665  5.165
H  -1.892  -4.274  3.541
H  -1.099  -2.609  1.913
H  -4.563  -0.305  1.021
H  -6.356  1.153  0.181
H  -5.879  3.519  -0.373
H  -3.580  4.399  -0.117
H  -1.782  2.941  0.693
H  2.303  0.394  3.520
H  3.849  -0.182  1.352
H  3.060  -0.380  -1.493
H  1.341  -0.253  -1.709
H  0.894  -4.341  -2.255
H  1.753  -4.691  -4.514
H  1.056  -3.204  -6.375
H  -0.545  -1.367  -5.919
H  -1.420  -1.016  -3.645
H  -1.466  -4.846  0.321
H  -0.030  -6.264  1.748
H  2.331  -5.620  2.155
H  3.236  -3.570  1.095
H  1.806  -2.180  -0.334
O  0.403  1.792  -7.198
C  0.441  1.731  -5.991
S  -0.980  1.521  -4.963
C  -0.171  1.484  -3.398
C  1.172  1.633  -3.450
S  2.253  1.865  -2.091
S  1.922  1.756  -5.039
S  -1.263  1.301  -2.060

## Properties
Net charge: -1
E_HOMO (spin up / spin down), hartree: -0.154 / -0.155
Energy relative to the best compared isomer or geometry (same formula, charge and spin), kJ/mol: 264.8
Spin multiplicity: 2

These are the natural (NBO) partial charges, in e, on atoms 1 to 8: 0.799 -0.710 0.984 -0.372 -0.138 -0.245 -0.195 -0.214

Entry 3:
Molecular formula: C33H26N3O12P3PdS3
Method: DFT, the ωB97M-V functional and the def2-TZVPD basis

Element x y z (Å)
Pd  0.745  0.038  -1.344
O  4.531  -0.840  -2.253
P  3.306  -1.848  -1.942
O  3.826  -3.206  -1.727
O  2.472  -1.152  -0.871
O  2.442  -1.820  -3.330
P  2.022  -0.429  -4.049
O  0.463  -0.718  -4.382
O  2.800  -0.182  -5.275
O  2.026  0.619  -2.942
H  4.169  0.057  -2.316
H  0.382  -1.505  -4.932
O  0.753  -3.050  0.439
P  1.525  -2.762  1.667
C  0.793  -3.755  3.020
C  1.452  -4.022  4.217
C  0.832  -4.769  5.207
C  -0.454  -5.256  5.005
C  -1.114  -4.998  3.812
C  -0.491  -4.252  2.819
C  3.237  -3.341  1.676
C  3.470  -4.549  1.022
C  4.735  -5.108  1.018
C  5.783  -4.460  1.657
C  5.561  -3.252  2.300
C  4.290  -2.693  2.312
C  1.515  -1.073  2.354
C  0.573  -0.784  3.343
C  0.453  0.495  3.862
C  1.275  1.511  3.398
C  2.218  1.239  2.420
C  2.341  -0.040  1.895
H  2.457  -3.645  4.369
H  1.351  -4.975  6.135
H  -0.940  -5.839  5.779
H  -2.116  -5.378  3.653
H  -0.981  -4.038  1.876
H  2.661  -5.019  0.477
H  4.912  -6.032  0.481
H  6.779  -4.887  1.635
H  6.380  -2.732  2.783
H  4.123  -1.750  2.815
H  -0.093  -1.557  3.703
H  -0.303  0.702  4.610
H  1.164  2.518  3.780
H  2.844  2.032  2.032
H  3.050  -0.232  1.103
S  -3.766  4.320  1.248
C  -3.288  2.798  0.754
S  -1.652  2.245  0.845
C  -2.084  0.724  0.089
N  -3.342  0.656  -0.203
N  -4.012  1.806  0.181
C  -5.390  1.835  -0.170
C  -6.345  2.417  0.655
C  -7.679  2.400  0.274
C  -8.070  1.803  -0.915
C  -7.111  1.210  -1.726
C  -5.775  1.221  -1.358
S  -1.027  -0.644  -0.058
H  -6.039  2.881  1.579
H  -8.418  2.857  0.921
H  -9.113  1.797  -1.207
H  -7.401  0.735  -2.655
H  -5.020  0.753  -1.972
O  1.051  3.072  -1.088
C  0.295  2.697  -1.974
O  -0.335  1.564  -2.058
C  -0.092  3.658  -3.081
C  -0.624  3.181  -4.274
C  -0.937  4.060  -5.304
C  -0.727  5.418  -5.151
C  -0.193  5.872  -3.955
C  0.136  5.016  -2.919
N  0.038  7.316  -3.793
O  -0.207  8.046  -4.741
O  0.397  7.724  -2.707
H  -0.765  2.113  -4.379
H  -1.338  3.680  -6.234
H  -0.958  6.125  -5.934
H  0.570  5.379  -1.999

## Properties
Net charge: -2
E_HOMO, hartree: -0.112
Energy relative to the best compared isomer or geometry (same formula, charge and spin), kJ/mol: 13.8
Spin multiplicity: 1

These are the Löwdin partial charges, in e, on atoms 1 to 8: 0.797 -0.146 0.215 -0.280 -0.422 -0.279 0.176 -0.152

Entry 4:
Molecular formula: C33H27Br9F48O6
Method: DFT, the ωB97M-V functional and the def2-TZVPD basis

Element x y z (Å)
C  1.738  3.049  1.891
C  0.567  2.168  2.197
C  0.135  2.159  3.674
F  0.216  3.386  4.235
F  -1.155  1.738  3.735
F  -0.499  2.468  1.433
F  0.904  0.870  1.900
O  2.772  2.714  2.810
C  4.047  2.907  2.357
C  4.952  2.711  3.565
F  4.667  1.587  4.235
F  6.255  2.675  3.165
F  4.315  2.015  1.393
F  4.177  4.163  1.893
H  1.486  4.108  1.975
H  2.035  2.891  0.852
H  0.705  1.442  4.267
H  4.846  3.560  4.247
C  1.423  -1.489  1.466
C  0.157  -1.632  2.270
C  -0.258  -3.072  2.560
F  -1.530  -3.094  3.061
F  -0.233  -3.872  1.457
F  0.297  -1.046  3.488
F  -0.850  -0.993  1.605
O  2.299  -2.540  1.889
C  3.538  -2.473  1.323
C  4.362  -3.615  1.927
F  5.680  -3.388  1.739
F  4.118  -3.742  3.240
F  3.474  -2.533  -0.001
F  4.100  -1.290  1.700
H  1.906  -0.528  1.632
H  1.201  -1.557  0.399
H  0.400  -3.543  3.291
H  4.136  -4.550  1.401
C  -2.942  -6.178  1.120
C  -3.309  -7.389  1.950
C  -3.733  -8.614  1.132
F  -2.829  -8.801  0.124
F  -3.720  -9.718  1.924
F  -2.287  -7.703  2.760
F  -4.373  -7.044  2.755
O  -3.925  -5.908  0.141
C  -3.460  -5.620  -1.087
C  -4.616  -5.265  -2.004
F  -4.146  -4.800  -3.179
F  -5.389  -6.346  -2.222
F  -2.631  -4.541  -0.986
F  -2.713  -6.630  -1.593
H  -1.973  -6.391  0.661
H  -2.790  -5.305  1.755
H  -4.740  -8.498  0.728
H  -5.230  -4.469  -1.572
C  5.649  6.168  -2.423
C  6.953  6.623  -3.019
C  7.052  8.144  -3.205
F  6.458  8.790  -2.163
F  8.332  8.546  -3.311
F  7.965  6.175  -2.235
F  7.111  6.092  -4.263
O  4.580  6.720  -3.183
C  3.369  6.620  -2.621
C  2.394  7.329  -3.546
F  2.585  7.002  -4.836
F  1.114  7.024  -3.213
F  3.019  5.333  -2.410
F  3.336  7.223  -1.410
H  5.594  6.490  -1.378
H  5.603  5.077  -2.345
H  6.498  8.414  -4.108
H  2.500  8.413  -3.441
C  -6.617  -3.972  2.707
C  -7.632  -4.044  3.829
C  -8.174  -2.660  4.204
F  -9.002  -2.223  3.221
F  -8.847  -2.735  5.382
F  -8.664  -4.851  3.475
F  -7.059  -4.613  4.920
O  -5.568  -3.086  3.062
C  -5.199  -2.192  2.082
C  -4.195  -1.291  2.808
F  -3.572  -0.455  1.933
F  -4.794  -0.561  3.779
F  -4.641  -2.869  1.065
F  -6.276  -1.521  1.626
H  -7.138  -3.710  1.783
H  -6.215  -4.968  2.499
H  -7.378  -1.929  4.352
H  -3.408  -1.892  3.265
C  -0.916  0.288  -1.598
C  -1.429  -1.084  -1.975
C  -2.955  -1.156  -1.935
F  -3.451  -1.027  -0.684
F  -3.552  -0.229  -2.712
F  -1.061  -1.446  -3.228
F  -0.915  -2.023  -1.137
O  0.496  0.237  -1.633
C  1.125  1.430  -1.766
C  2.618  1.146  -1.626
F  3.335  2.224  -2.020
F  2.935  0.854  -0.356
F  0.899  1.894  -3.027
F  0.645  2.307  -0.864
H  -1.335  0.577  -0.632
H  -1.317  0.973  -2.354
H  -3.267  -2.141  -2.302
H  2.848  0.311  -2.294
C  2.409  -2.656  -4.928
Br  3.701  -1.245  -4.686
Br  1.624  -3.131  -3.223
Br  3.072  -4.198  -5.856
H  1.602  -2.233  -5.509
C  -0.172  6.950  -0.046
Br  -0.122  5.239  -0.943
Br  1.265  7.161  1.226
Br  -1.856  7.260  0.837
H  -0.057  7.681  -0.831
C  1.345  3.303  -6.611
Br  2.950  3.972  -7.414
Br  0.209  2.330  -7.834
Br  0.428  4.786  -5.760
H  1.592  2.598  -5.835

## Properties
Net charge: 0
E_HOMO, hartree: -0.380
Spin multiplicity: 1

These are the Löwdin partial charges, in e, on atoms 1 to 8: -0.057 -0.415 -0.283 0.105 0.091 0.126 0.058 0.040

Entry 5:
Molecular formula: C33H27ClIrN6O2
Method: DFT, the ωB97M-V functional and the def2-TZVPD basis

Element x y z (Å)
Ir  0.458  -0.402  0.112
N  3.400  -2.120  0.116
C  3.596  -0.763  0.073
C  4.927  -0.325  0.018
C  5.199  1.020  -0.028
C  4.135  1.921  -0.014
C  2.861  1.423  0.039
N  2.586  0.104  0.080
C  2.303  -2.938  0.120
C  2.570  -4.316  0.110
C  1.541  -5.221  0.099
C  0.235  -4.733  0.117
C  0.044  -3.380  0.137
N  1.047  -2.464  0.131
H  4.265  -2.635  0.097
H  5.727  -1.052  0.018
H  6.222  1.367  -0.072
H  4.303  2.987  -0.042
H  2.007  2.084  0.048
H  3.597  -4.657  0.113
H  1.742  -6.283  0.080
H  -0.617  -5.396  0.121
H  -0.949  -2.973  0.156
C  -4.016  2.142  -6.383
O  -4.956  2.932  -5.663
C  -4.534  3.828  -4.787
C  -3.183  4.059  -4.474
C  -2.861  4.934  -3.469
C  -3.874  5.609  -2.755
C  -5.213  5.490  -3.173
C  -5.534  4.589  -4.148
N  -3.554  6.388  -1.681
N  -2.628  6.228  -0.896
C  -2.068  5.078  -0.448
C  -0.705  5.071  -0.129
C  -0.040  3.889  0.084
C  -0.687  2.638  0.022
O  -0.008  1.549  0.072
C  -2.140  2.647  -0.070
N  -2.782  1.487  0.092
C  -4.095  1.472  0.118
C  -4.871  2.633  0.007
C  -4.233  3.829  -0.189
C  -2.831  3.863  -0.268
H  -4.606  1.484  -7.013
H  -3.400  1.545  -5.708
H  -3.379  2.764  -7.014
H  -2.395  3.565  -5.024
H  -1.826  5.137  -3.225
H  -5.981  6.070  -2.678
H  -6.558  4.433  -4.457
H  -0.172  6.013  -0.134
H  1.022  3.914  0.286
H  -4.568  0.506  0.254
H  -5.947  2.576  0.089
H  -4.799  4.749  -0.235
Cl  -3.145  -2.731  -2.595
C  -3.897  -3.044  -1.071
C  -4.899  -3.988  -1.000
C  -5.509  -4.263  0.218
C  -5.103  -3.594  1.374
C  -4.101  -2.659  1.312
C  -3.456  -2.337  0.084
C  -2.430  -1.396  0.042
H  -5.200  -4.516  -1.893
H  -6.298  -5.000  0.266
H  -5.574  -3.820  2.321
H  -3.782  -2.137  2.206
H  -2.142  -0.870  0.945
H  -2.017  -1.075  -0.907

## Properties
Net charge: +2
E_HOMO (spin up / spin down), hartree: -0.436 / -0.462
Energy relative to the best compared isomer or geometry (same formula, charge and spin), kJ/mol: 300.1
Spin multiplicity: 2

These are the natural (NBO) partial charges, in e, on atoms 1 to 8: 0.685 -0.548 0.409 -0.258 -0.105 -0.265 0.070 -0.453

Entry 6:
Molecular formula: C33H27ClNO6Ta
Method: DFT, the ωB97M-V functional and the def2-TZVPD basis

Element x y z (Å)
Ta  0.639  0.232  1.763
O  0.194  -1.468  1.572
C  0.310  -2.670  0.620
C  1.783  -2.515  0.200
C  2.157  -1.235  -0.508
C  2.797  -1.291  -1.730
C  3.109  -0.128  -2.413
C  2.737  1.097  -1.884
C  2.109  1.133  -0.663
C  1.586  2.407  -0.071
C  0.040  2.497  -0.110
O  -0.388  1.289  0.703
C  -0.477  2.333  -1.519
C  -0.450  3.467  -2.329
C  -0.805  3.378  -3.666
C  -1.198  2.158  -4.199
C  -1.235  1.032  -3.391
C  -0.869  1.111  -2.054
C  -0.511  3.699  0.616
C  0.297  4.668  1.199
C  -0.279  5.751  1.853
C  -1.657  5.861  1.935
C  -2.469  4.894  1.352
C  -1.899  3.823  0.689
N  1.874  -0.015  0.041
C  0.102  -3.902  1.459
C  -0.737  -4.918  1.014
C  -0.880  -6.078  1.765
C  -0.200  -6.220  2.962
C  0.636  -5.205  3.414
C  0.793  -4.056  2.663
C  -0.722  -2.445  -0.452
C  -0.440  -2.721  -1.785
C  -1.437  -2.605  -2.745
C  -2.710  -2.197  -2.380
C  -2.995  -1.916  -1.049
C  -2.009  -2.053  -0.087
H  2.040  -3.352  -0.447
H  2.390  -2.636  1.101
H  3.046  -2.254  -2.153
H  3.616  -0.180  -3.368
H  2.918  2.019  -2.420
H  1.991  3.250  -0.631
H  1.939  2.537  0.961
H  -0.169  4.425  -1.909
H  -0.790  4.264  -4.285
H  -1.488  2.091  -5.239
H  -1.558  0.084  -3.799
H  -0.921  0.225  -1.431
H  1.377  4.618  1.143
H  0.354  6.509  2.293
H  -2.101  6.706  2.444
H  -3.545  4.982  1.406
H  -2.528  3.079  0.215
H  -1.276  -4.816  0.082
H  -1.529  -6.867  1.412
H  -0.318  -7.122  3.548
H  1.164  -5.313  4.352
H  1.443  -3.269  3.031
H  0.540  -3.070  -2.083
H  -1.219  -2.845  -3.778
H  -3.487  -2.110  -3.129
H  -3.993  -1.613  -0.759
H  -2.248  -1.881  0.956
O  0.162  0.575  3.859
Cl  1.547  1.127  4.039
O  1.971  1.192  5.352
O  2.307  0.120  3.192
O  1.569  2.330  3.261

## Properties
Net charge: +2
E_HOMO, hartree: -0.526
Energy relative to the best compared isomer or geometry (same formula, charge and spin), kJ/mol: 0.0
Spin multiplicity: 1

These are the natural (NBO) partial charges, in e, on atoms 1 to 8: 2.583 -0.719 0.296 -0.487 0.295 -0.230 -0.052 -0.219

DFT total energy list, top to bottom, in eV: -225659.23689 -137728.56063 -127545.51974 -807766.52399 -63036.86463 -62488.45540
Molecular weight list, top to bottom, in u: 773.4 701.7 952.1 2150.6 767.3 750.0
Maximum force list, top to bottom, in Eh/bohr: 0.0099 0.0138 0.0257 0.0455 0.0534 0.0147